Record 1
{
  "formula": "C67H155F6HfN9O27S3",
  "method": "ωB97M-V/def2-TZVPD",
  "elements": ["Hf", "S", "O", "O", "O", "O", "C", "F", "F", "F", "S", "O", "O", "O", "C", "F", "F", "F", "S", "O", "O", "O", "C", "O", "H", "H", "H", "H", "C", "O", "H", "H", "H", "H", "C", "O", "C", "C", "N", "C", "C", "O", "C", "H", "H", "H", "H", "H", "H", "H", "H", "H", "H", "H", "H", "H", "H", "H", "C", "O", "C", "C", "N", "C", "C", "O", "C", "H", "H", "H", "H", "H", "H", "H", "H", "H", "H", "H", "H", "H", "H", "H", "C", "O", "C", "C", "N", "C", "C", "O", "C", "H", "H", "H", "H", "H", "H", "H", "H", "H", "H", "H", "H", "H", "H", "H", "C", "O", "C", "C", "N", "C", "C", "O", "C", "H", "H", "H", "H", "H", "H", "H", "H", "H", "H", "H", "H", "H", "H", "H", "C", "O", "C", "C", "N", "C", "C", "O", "C", "H", "H", "H", "H", "H", "H", "H", "H", "H", "H", "H", "H", "H", "H", "H", "C", "O", "C", "C", "N", "C", "C", "O", "C", "H", "H", "H", "H", "H", "H", "H", "H", "H", "H", "H", "H", "H", "H", "H", "C", "C", "C", "C", "C", "C", "N", "O", "C", "C", "C", "H", "H", "H", "H", "H", "H", "H", "H", "H", "H", "H", "H", "H", "H", "H", "H", "H", "H", "H", "C", "C", "C", "C", "C", "C", "N", "O", "C", "C", "C", "H", "H", "H", "H", "H", "H", "H", "H", "H", "H", "H", "H", "H", "H", "H", "H", "H", "H", "H", "C", "C", "C", "C", "C", "C", "N", "O", "C", "C", "C", "H", "H", "H", "H", "H", "H", "H", "H", "H", "H", "H", "H", "H", "H", "H", "H", "H", "H", "H"],
  "positions_angstrom": [[-3.72768, 1.24080, -1.94878], [-5.71288, 2.08650, -3.72614], [-5.69125, 1.91415, -5.16189], [-5.41701, 0.72203, -3.08228], [-4.34794, 2.70170, -3.37185], [-6.84459, 2.69766, -3.19697], [0.92747, 0.87161, -0.67945], [2.05298, 0.12796, -0.80131], [0.86695, 1.42174, 0.50565], [1.12594, 1.88911, -1.54820], [-0.48764, -0.33094, -1.23866], [-1.56474, 0.65931, -1.60798], [0.18133, -1.00315, -2.32820], [-0.80096, -1.06922, -0.06136], [-8.03886, 2.39299, -0.05176], [-8.65763, 2.89105, -1.10152], [-8.81257, 2.83380, 0.97233], [-8.03415, 1.04905, -0.08813], [-6.23230, 2.82195, 0.15124], [-5.31428, 1.74431, -0.48990], [-6.07646, 4.04109, -0.54330], [-6.13205, 2.77558, 1.60561], [-3.95858, -5.42105, 0.34003], [-3.51244, -4.07836, 0.12074], [-3.13585, -6.12644, 0.56948], [-4.63655, -5.44747, 1.19668], [-4.48942, -5.81293, -0.55418], [-2.70101, -3.99054, 0.68843], [-0.64603, -4.23453, 2.87798], [-1.29686, -3.59965, 1.82573], [-1.47586, -4.82768, 3.29010], [0.16056, -4.88663, 2.57229], [-0.18718, -3.55025, 3.54916], [-0.66320, -3.19268, 1.23037], [-3.58960, -2.86675, 4.23128], [-4.51161, -3.99071, 4.17977], [-5.09753, -4.20205, 5.43448], [-5.85526, -5.58280, 5.33984], [-6.87197, -5.43329, 4.39598], [-7.75284, -6.49409, 4.20682], [-8.67614, -6.09145, 3.10089], [-7.85042, -5.96072, 1.96659], [-8.49125, -5.25324, 0.92474], [-2.73347, -3.06518, 4.87774], [-4.07339, -1.97702, 4.61056], [-3.26774, -2.71076, 3.21021], [-5.75597, -3.37622, 5.67687], [-4.29431, -4.24403, 6.16107], [-6.20071, -5.79885, 6.35358], [-5.04463, -6.23788, 5.07087], [-6.45296, -5.17352, 3.49179], [-8.39127, -6.69307, 5.13011], [-7.24676, -7.43201, 3.95863], [-9.04780, -5.13255, 3.37418], [-9.47351, -6.73975, 2.85428], [-8.72587, -4.26452, 1.31572], [-9.33512, -5.79830, 0.60930], [-7.87679, -5.24456, 0.03836], [2.49603, 8.64748, -1.76329], [1.45565, 7.77599, -2.27384], [1.18307, 6.68900, -1.43667], [0.20835, 7.08156, -0.28256], [0.13704, 6.01085, 0.75795], [1.30281, 5.88562, 1.59890], [1.13118, 4.79470, 2.57987], [2.31313, 4.71202, 3.35969], [2.29207, 3.61486, 4.18779], [2.53242, 9.49130, -2.50516], [3.47337, 8.03220, -1.81490], [2.28282, 8.91589, -0.70690], [2.14721, 6.20970, -1.15661], [0.66787, 6.01364, -2.13821], [-0.76735, 7.12611, -0.74688], [0.43414, 8.12631, 0.06878], [-0.59456, 6.22431, 1.43103], [1.52716, 6.81176, 2.08747], [2.16101, 5.59654, 0.96194], [0.89287, 3.89133, 2.01576], [0.35027, 5.01140, 3.33676], [2.06771, 2.64667, 3.66805], [1.54782, 3.78641, 5.00398], [3.20112, 3.45774, 4.72615], [6.21960, 3.21703, -7.95770], [5.37088, 2.86920, -6.82829], [4.09819, 3.45610, -6.90156], [3.43876, 3.30137, -5.54222], [3.72633, 2.12901, -4.74162], [3.18520, 0.85762, -5.13587], [3.32555, -0.13508, -4.00741], [4.70161, -0.43769, -3.85869], [4.78876, -1.67408, -3.16471], [7.02056, 2.48322, -8.03170], [6.64564, 4.21375, -7.87435], [5.57682, 3.11571, -8.88901], [3.52110, 3.04780, -7.78727], [4.10518, 4.54081, -7.00778], [2.37992, 3.56854, -5.56108], [3.81859, 4.07695, -4.95340], [4.74606, 2.00887, -4.72087], [3.69837, 0.42658, -5.98714], [2.15437, 1.03922, -5.42351], [2.73614, -1.09100, -4.20239], [2.79946, 0.22943, -3.04457], [4.33905, -2.40886, -3.77377], [4.30985, -1.69146, -2.16996], [5.86300, -1.87661, -3.03801], [-5.35783, -1.38858, -0.79010], [-4.09982, -0.95604, -1.37476], [-3.53729, -1.90674, -2.40607], [-3.72010, -1.25581, -3.76112], [-2.99623, 0.02054, -3.74161], [-2.87736, 0.58239, -5.09591], [-2.07819, -0.20408, -6.07596], [-0.75352, -0.10681, -5.63088], [0.21599, -0.79126, -6.36556], [-5.19794, -2.39561, -0.38438], [-6.17364, -1.48936, -1.58706], [-5.50257, -0.70331, 0.02746], [-3.98669, -2.89020, -2.34568], [-2.45677, -2.04952, -2.21912], [-4.72308, -1.06434, -4.14152], [-3.30983, -1.97582, -4.47110], [-2.05015, -0.14998, -3.43532], [-2.53128, 1.59894, -5.04000], [-3.89130, 0.71872, -5.49047], [-2.23985, 0.19106, -7.08720], [-2.45477, -1.23485, -6.09722], [-0.14444, -1.76109, -6.70343], [1.11579, -0.94257, -5.81994], [0.54154, -0.27074, -7.25270], [-6.51735, -0.46016, 3.74547], [-5.47675, 0.51639, 4.01083], [-5.93246, 1.63929, 4.63792], [-4.71919, 2.62392, 4.64356], [-3.54221, 1.89805, 5.12095], [-2.28824, 2.48468, 4.69426], [-1.26722, 1.43194, 4.73272], [-1.57541, 0.41023, 3.78167], [-0.49490, -0.44811, 3.48906], [-7.41319, 0.00734, 3.43617], [-6.74936, -1.02236, 4.66017], [-6.19579, -1.13547, 2.95214], [-6.29048, 1.45743, 5.64687], [-6.71769, 2.02738, 3.98426], [-4.91541, 3.57550, 5.13228], [-4.59178, 2.87481, 3.58507], [-3.57803, 0.95634, 4.78177], [-1.90524, 3.24425, 5.36866], [-2.28287, 2.93896, 3.69516], [-1.26036, 1.08846, 5.72527], [-0.30365, 1.89850, 4.47092], [-0.89589, -1.11706, 2.75554], [-0.22283, -1.05855, 4.37967], [0.34693, 0.17092, 3.05762], [-3.63331, 0.13484, 1.36015], [-2.86261, 1.01121, 0.48141], [-2.52985, 2.19726, 0.99142], [-1.98641, 3.11714, -0.07241], [-2.93499, 3.25668, -1.16524], [-2.48618, 4.34239, -2.03799], [-1.20752, 4.02111, -2.84951], [-1.35270, 2.72074, -3.32335], [-0.26648, 2.35144, -4.19938], [-3.03961, -0.01806, 2.27384], [-3.70087, -0.80053, 0.83689], [-4.62157, 0.50147, 1.59733], [-1.87507, 2.23551, 1.92031], [-3.44411, 2.72324, 1.32179], [-1.01675, 2.85836, -0.54134], [-1.86041, 4.07080, 0.42129], [-3.84991, 3.32238, -0.71815], [-2.20041, 5.22998, -1.48739], [-3.27187, 4.50126, -2.78619], [-0.31366, 4.17365, -2.19806], [-1.07479, 4.80973, -3.52277], [-0.43910, 2.86040, -5.15103], [-0.25609, 1.26570, -4.32096], [0.67844, 2.71631, -3.81656], [3.05962, -6.32078, -3.83035], [2.50386, -6.75576, -2.42126], [3.38802, -6.21436, -1.29127], [3.10008, -4.71397, -1.23146], [1.61052, -4.45953, -1.01587], [0.61796, -5.06595, -2.10760], [1.11642, -6.36410, -2.17960], [0.32366, -7.06270, -3.12480], [-0.84297, -5.00748, -1.53963], [0.63087, -4.24442, -3.38593], [2.50916, -8.31879, -2.33258], [3.92988, -6.90039, -3.99603], [3.38494, -5.24264, -3.87360], [2.32223, -6.47031, -4.60142], [3.22772, -6.69081, -0.34267], [4.40658, -6.42361, -1.64996], [3.47750, -4.20562, -2.17707], [3.60509, -4.28663, -0.43972], [1.46906, -3.39122, -1.09962], [1.28795, -4.75072, -0.02011], [-1.10225, -3.92558, -1.45872], [-1.51061, -5.50813, -2.19495], [-0.87145, -5.46707, -0.52750], [0.27274, -3.16828, -3.28417], [1.57146, -4.20124, -3.94054], [-0.04488, -4.62850, -4.13610], [3.51638, -8.64954, -2.00804], [2.25382, -8.84254, -3.25235], [1.83244, -8.61133, -1.49830], [-0.26240, -7.63876, -2.64664], [4.57479, -2.27544, 5.63619], [3.62328, -1.30914, 5.02753], [4.35051, -0.05346, 4.49633], [4.97268, -0.16234, 3.08034], [3.91813, -0.66076, 2.13767], [3.36577, -1.96617, 2.58097], [2.78361, -1.77302, 3.91190], [2.03612, -2.86877, 4.27498], [2.20997, -2.29217, 1.63823], [4.41833, -3.01443, 2.43043], [2.68755, -0.78163, 6.11607], [5.37787, -2.47978, 4.98232], [4.00037, -3.15808, 5.90047], [5.10658, -1.84566, 6.49591], [3.63303, 0.73365, 4.51373], [5.09866, 0.20660, 5.25944], [5.92502, -0.71206, 3.00354], [5.37208, 0.84650, 2.80197], [4.26402, -0.80223, 1.06646], [3.06734, 0.02911, 2.03822], [1.61569, -3.19006, 1.97042], [1.44751, -1.45134, 1.58151], [2.51290, -2.58427, 0.62991], [5.34279, -2.85220, 3.03209], [3.98036, -3.98352, 2.64299], [4.88010, -3.13279, 1.41262], [2.30218, -1.61987, 6.69305], [1.81494, -0.27222, 5.69780], [3.30568, -0.07320, 6.75361], [2.72135, -3.53766, 4.45313], [7.08934, 4.88295, 2.24771], [6.32981, 3.76707, 1.35066], [4.88579, 3.50499, 1.88341], [4.09162, 2.72492, 0.85995], [3.99865, 3.46780, -0.46252], [5.41658, 3.78163, -1.06212], [6.18283, 4.44086, 0.03782], [7.53609, 4.56235, -0.39005], [6.02166, 2.51202, -1.68580], [5.25430, 4.95456, -2.07643], [7.15434, 2.50942, 1.43399], [6.63256, 5.88310, 2.24798], [8.05761, 5.11386, 1.78527], [7.16419, 4.54063, 3.29252], [5.00786, 3.05693, 2.94681], [4.42401, 4.52368, 2.00563], [3.12583, 2.35969, 1.33170], [4.67275, 1.76283, 0.63926], [3.48044, 4.44127, -0.28023], [3.48559, 2.80951, -1.21233], [6.03040, 1.69557, -0.97181], [5.52787, 2.23135, -2.63367], [7.06134, 2.73906, -1.88793], [4.79839, 5.73022, -1.44441], [6.25091, 5.39870, -2.35893], [4.63387, 4.69040, -2.91997], [7.50824, 2.36654, 2.52443], [8.00859, 2.47711, 0.81701], [6.57399, 1.66407, 1.11892], [7.53190, 5.42612, -0.78536]],
  "mulliken_charge": [3.0179, 0.8761, -0.8219, -0.6262, -0.5233, -0.5547, -1.2215, 0.5189, 0.1379, 0.0237, -0.0554, -0.1527, 0.3759, -0.3391, 0.6664, -0.2033, -0.2496, -0.1972, 1.5992, -1.6688, -0.6039, -0.6420, -0.6294, 0.5089, 0.2389, 0.0305, 0.2816, -0.2492, -1.1006, 1.3017, 0.2861, 0.3018, 0.1312, -0.6152, -0.6228, -0.1370, -0.6384, -0.8736, -0.0754, -0.6288, -0.8130, -0.2856, -0.7918, 0.4915, 0.5891, -0.4403, 0.2174, 0.4639, 0.4175, 0.3811, 0.1067, 0.3571, 0.3722, 0.3720, 0.5253, 0.3337, 0.3661, 0.1858, -0.5171, -0.5694, 1.7917, -0.7589, 0.1927, -0.8509, 0.1770, -0.4565, -0.5883, 0.2950, 0.1300, 0.2330, -0.4506, -0.6261, 0.1398, 0.4516, 0.3012, 0.3697, -0.3590, -0.1271, 0.5765, -0.1062, 0.5142, 0.3989, -0.7815, -0.2903, -0.9125, -0.5078, 0.5242, -1.3904, 0.6065, -0.4664, -0.8858, 0.2352, 0.2881, 0.2958, 0.3825, 0.4246, 0.2484, 0.1430, 0.2312, 0.2995, 0.3745, -0.0228, -0.0675, 0.5356, 0.1198, 0.4309, -0.6329, 0.9124, -0.1542, -1.0698, 1.1912, -1.0889, -1.2589, 0.0671, -0.7716, -0.1808, 0.0894, 0.3411, 0.7969, -0.4863, 0.1311, 0.6559, -0.7547, 0.2431, 0.8092, 0.5310, 0.4518, 0.3772, -0.0015, 0.2403, -1.0469, 0.1487, -1.0348, 0.1185, -0.4292, -0.3414, -0.8523, 0.4960, 0.8699, 0.5625, 0.2178, 0.1986, 0.4364, 0.4754, 0.4639, -0.2819, 0.1084, 0.5139, -0.0241, 0.6028, 0.0000, -0.4135, 0.3391, -0.6190, 0.7893, 2.2156, 0.6543, -0.4399, -0.4172, -1.4811, 0.0065, 0.7099, -0.4553, -0.4739, -0.4842, -0.7196, -1.5773, 0.0146, -0.6077, 0.7963, -0.3384, 0.6762, 0.4323, -0.6922, 1.2044, 0.6209, -0.7720, 0.2884, -1.6293, 1.5240, -1.5032, 0.6860, 0.0860, 2.5517, 0.4070, -0.5494, -1.9959, -1.1903, -1.8541, 0.5435, 0.1262, 0.3620, 0.2682, 0.5115, -0.6434, 0.2093, -0.8977, 0.2779, -0.2677, 0.8889, 0.2241, -0.3478, 0.1085, 0.5683, 0.4223, 0.3516, 0.4018, 0.3350, -1.8561, 1.4907, -1.2835, 0.5302, -0.4289, 1.7467, 1.2087, -0.3770, -0.0662, -1.9689, -1.6652, 0.3750, 0.4182, 0.4790, -0.1312, 0.6624, 0.4552, -0.8256, 0.4899, -0.5144, 0.1420, -1.1760, -0.2546, 0.3588, 0.4615, 0.1072, 0.4063, 0.0555, 0.3559, 0.2457, -1.9089, 1.4247, -1.0584, 2.4465, 0.2158, 2.1265, 0.2147, -0.5447, -1.0797, -1.7652, -1.3189, 0.3638, 0.4703, 0.3878, 0.0079, 0.2834, -0.8578, -0.9648, -1.0148, 0.0304, 0.1754, -0.3786, 0.5268, 0.6359, 0.3604, -0.0429, 0.3088, 0.3576, 0.2107, 0.3824],
  "gap_ev": 8.90
}


Record 2
{
  "formula": "C2H5O3",
  "method": "ωB97M-V/def2-TZVPD",
  "elements": ["C", "O", "H", "H", "H", "O", "C", "O", "H", "H"],
  "positions_angstrom": [[-0.50375, 1.88080, -0.51225], [0.21716, 0.79587, -0.04179], [-0.87103, 2.47429, 0.35310], [0.24869, 2.61440, -0.90210], [-1.21670, 1.67056, -1.31345], [0.50258, -3.43004, 1.20023], [0.55447, -2.27877, 0.66141], [-0.44625, -1.75504, 0.12076], [1.56055, -1.82117, 0.68663], [-0.04572, -0.15091, -0.25254]],
  "nbo_charge": [-0.2287, -0.7976, 0.1431, 0.1331, 0.1572, -0.7868, 0.6090, -0.7879, 0.0364, 0.5223],
  "gap_ev": 8.07,
  "charge": -1
}


Record 3
{
  "formula": "C16H14F6N4OPdS2Se",
  "method": "ωB97M-V/def2-TZVPD",
  "elements": ["Pd", "N", "C", "N", "C", "C", "S", "C", "C", "S", "C", "N", "N", "H", "H", "H", "H", "H", "H", "C", "C", "O", "C", "F", "F", "F", "C", "F", "F", "F", "H", "H", "H", "Se", "C", "C", "C", "C", "C", "C", "H", "H", "H", "H", "H"],
  "positions_angstrom": [[-0.17787, -0.08152, 0.62121], [0.28004, 0.68663, 4.25825], [-0.41268, -0.40491, 3.94043], [-0.70071, -0.77694, 2.71346], [-1.43719, -1.95439, 2.72191], [-1.68846, -2.47639, 3.95962], [-1.01231, -1.49068, 5.17155], [-1.90682, -2.44185, 1.45854], [-2.78204, -3.51838, 1.21228], [-3.18630, -3.61177, -0.42009], [-2.18582, -2.19346, -0.73681], [-1.54880, -1.75952, 0.36257], [-2.09386, -1.58784, -1.87996], [0.52826, 1.35093, 3.54369], [0.44132, 0.95129, 5.21596], [-2.23788, -3.36949, 4.21026], [-3.18353, -4.21645, 1.92991], [-2.59956, -1.89783, -2.69758], [-1.61406, -0.65094, -1.86260], [-0.16417, 2.99607, -1.15145], [-1.27078, 1.95588, -1.28420], [-0.78981, 0.65216, -1.16905], [-1.90030, 2.06026, -2.69302], [-0.99917, 1.68822, -3.61097], [-2.31437, 3.28494, -2.98615], [-2.94758, 1.21431, -2.80372], [-2.35162, 2.16808, -0.19133], [-3.08766, 1.05220, -0.00681], [-3.17684, 3.16930, -0.44096], [-1.74438, 2.40533, 1.00172], [0.51835, 2.90020, -1.99405], [0.39059, 2.83167, -0.22587], [-0.55856, 4.01137, -1.13593], [2.03248, -1.10486, 1.08362], [3.13016, -0.59851, -0.30930], [4.48419, -0.99246, -0.22142], [5.36676, -0.61510, -1.20868], [4.91848, 0.15460, -2.28083], [3.57800, 0.53636, -2.38037], [2.68014, 0.16282, -1.40728], [4.82201, -1.58358, 0.61973], [6.40404, -0.91356, -1.15149], [5.61771, 0.45708, -3.04871], [3.24657, 1.12093, -3.22755], [1.63405, 0.42979, -1.49854]],
  "nbo_charge": [1.0244, -0.7453, 0.2989, -0.5829, 0.0618, -0.3171, 0.5390, 0.2194, -0.3068, 0.5909, 0.3271, -0.5576, -0.6597, 0.4251, 0.4357, 0.2758, 0.2815, 0.4410, 0.4817, -0.6396, 0.0907, -0.8700, 0.9625, -0.3124, -0.2907, -0.3299, 0.9544, -0.3286, -0.2843, -0.3401, 0.2426, 0.2141, 0.2572, 0.3330, -0.3014, -0.1556, -0.2029, -0.0869, -0.2222, -0.1253, 0.2385, 0.2508, 0.2447, 0.2438, 0.2249],
  "gap_ev": [7.91, 5.63],
  "s_squared": 6.050,
  "charge": 2,
  "spin_multiplicity": 5
}


Per-record E_tot, Eh: -7011.6086; -304.9609; -4836.6949